ORCA calculation (ωB97M-V with the def2-TZVPD basis set) on 2 unconnected molecules or ions with the total composition C5H15NO at a distorted geometry.

Bonds (Å) are listed after each position.
CARTESIAN COORDINATES (ANGSTROEM)
1 C -1.357 0.175 -0.535  C2 1.536, N6 1.386, H7 1.090, H8 1.115
2 C 0.117 0.256 -0.110  C1 1.536, C3 1.522, H9 1.090, H10 1.100
3 C 0.533 1.698 0.144  C2 1.522, C4 1.523, C5 1.538, H11 1.095
4 C 0.440 2.538 -1.123  C3 1.523, H12 1.085, H13 1.086, H14 1.084
5 C 1.948 1.677 0.745  C3 1.538, H15 1.091, H16 1.100, H17 1.083
6 N -2.157 -0.512 0.364  C1 1.386, H18 1.015, H19 1.017
7 H -1.854 1.125 -0.734  C1 1.090
8 H -1.397 -0.352 -1.516  C1 1.115
9 H 0.826 -0.250 -0.764  C2 1.090
10 H 0.254 -0.251 0.856  C2 1.100
11 H -0.141 2.145 0.881  C3 1.095
12 H 0.923 3.500 -0.987  C4 1.085
13 H 0.910 2.096 -1.997  C4 1.086
14 H -0.585 2.809 -1.348  C4 1.084
15 H 2.396 0.683 0.797  C5 1.091
16 H 2.671 2.190 0.094  C5 1.100
17 H 2.000 2.162 1.712  C5 1.083
18 H -1.944 -1.453 0.680  N6 1.015
19 H -3.114 -0.180 0.453  N6 1.017
20 H -0.458 -4.629 0.313  O22 0.968
21 H 0.717 -4.586 1.247  O22 0.968
22 O 0.488 -4.832 0.339  H20 0.968, H21 0.968

As for the net charge: +1. For the relative energy (zero: lowest compared OMol25 entry of this formula, charge and spin), the calculation gives 1.080 eV. The value obtained for the LUMO energy (spin up / spin down) is -3.67 / -8.41 eV. The calculation puts the orbital gap (spin up / spin down) at 0.3952 / 0.2212 hartree. The spin multiplicity is 2. Its largest force on an atom is 1.4 eV Å⁻¹.

Want to see where the charge sits? The Löwdin charges in e are: atom 1 (C): -0.177, atom 2 (C): -0.145, atom 3 (C): -0.422, atom 4 (C): -0.068, atom 5 (C): -0.049, atom 6 (N): 0.289, atom 7 (H): 0.139, atom 8 (H): 0.196, atom 9 (H): 0.135, atom 10 (H): 0.125, atom 11 (H): 0.141, atom 12 (H): 0.089, atom 13 (H): 0.095, atom 14 (H): 0.070, atom 15 (H): 0.080, atom 16 (H): 0.091, atom 17 (H): 0.085, atom 18 (H): 0.161, atom 19 (H): 0.164, atom 20 (H): 0.023, atom 21 (H): 0.037, atom 22 (O): -0.059


ORCA calculation (ωB97M-V with the def2-TZVPD basis set) on a gas-phase ion, C3H6ClN2 (charge +1) at a distorted geometry.

Bonds (Å) are listed after each position.
CARTESIAN COORDINATES (ANGSTROEM)
1 C -0.405 -0.300 -1.359  N4 1.276, N5 1.334, H7 1.030
2 C -0.318 0.669 0.928  C3 1.461, N5 1.530, H8 1.004, H9 1.122
3 C 0.917 -0.108 0.994  C2 1.461, Cl6 1.634, H10 1.109
4 N 0.494 -1.136 -1.010  C1 1.276, H11 1.045
5 N -0.952 0.516 -0.456  C1 1.334, C2 1.530, H12 0.988
6 Cl 1.232 -0.998 2.328  C3 1.634
7 H -0.891 -0.174 -2.258  C1 1.030
8 H -1.011 0.465 1.626  C2 1.004
9 H -0.151 1.778 0.889  C2 1.122
10 H 1.834 0.130 0.416  C3 1.109
11 H 1.144 -1.657 -1.640  N4 1.045
12 H -1.893 0.815 -0.457  N5 0.988

As for the net charge: +1. For the relative energy (zero: lowest compared OMol25 entry of this formula, charge and spin), the calculation gives 2.470 eV. The value obtained for the LUMO energy is -5.90 eV. The calculation puts the orbital gap at 0.3169 hartree. Its largest force on an atom is 5.3 eV Å⁻¹.

Want to see where the charge sits? The Löwdin charges in e are: atom 1 (C): -0.233, atom 2 (C): -0.150, atom 3 (C): -0.489, atom 4 (N): 0.148, atom 5 (N): 0.054, atom 6 (Cl): 0.906, atom 7 (H): 0.130, atom 8 (H): 0.083, atom 9 (H): 0.168, atom 10 (H): 0.110, atom 11 (H): 0.133, atom 12 (H): 0.140


ORCA calculation (ωB97M-V with the def2-TZVPD basis set) on 4 unconnected molecules or ions with the total composition C54H43NO6P at a distorted geometry.

Bonds (Å) are listed after each position.
CARTESIAN COORDINATES (ANGSTROEM)
1 C 5.828 0.268 -2.154  C2 1.616, H15 1.155, H16 1.140, H17 1.145
2 C 4.668 -0.431 -1.273  C1 1.616, P3 1.896, H18 1.151, H19 1.151
3 P 2.909 0.032 -1.808  C2 1.896, C4 1.893, N6 1.748
4 C 2.588 1.875 -1.522  P3 1.893, C5 1.613, H20 1.156, H21 1.153
5 C 3.375 2.878 -2.509  C4 1.613, H22 1.153, H23 1.156, H24 1.150
6 N 2.579 -0.470 -3.449  P3 1.748, C7 1.507
7 C 1.448 -1.466 -3.421  N6 1.507, C8 1.613, H25 1.159, H26 1.142
8 C 0.108 -0.756 -2.873  C7 1.613, C9 1.550, C13 1.552
9 C -0.714 -1.502 -1.791  C8 1.550, C10 1.571, H27 1.138
10 C -2.008 -0.858 -1.173  C9 1.571, C11 1.552, H28 1.139
11 C -2.418 0.537 -1.713  C10 1.552, C12 1.556, H29 1.142
12 C -1.640 1.303 -2.822  C11 1.556, C13 1.561, H30 1.147
13 C -0.357 0.627 -3.400  C8 1.552, C12 1.561, C14 1.620
14 C 0.407 1.461 -4.559  C13 1.620, H31 1.143, H32 1.151, H33 1.145
15 H 6.283 -0.550 -2.830  C1 1.155
16 H 5.459 1.087 -2.856  C1 1.140
17 H 6.638 0.732 -1.490  C1 1.145
18 H 4.770 -1.565 -1.437  C2 1.151
19 H 4.745 -0.206 -0.147  C2 1.151
20 H 2.918 2.145 -0.447  C4 1.156
21 H 1.474 2.167 -1.576  C4 1.153
22 H 2.681 3.777 -2.705  C5 1.153
23 H 4.379 3.256 -2.076  C5 1.156
24 H 3.593 2.402 -3.533  C5 1.150
25 H 1.770 -2.333 -2.723  C7 1.159
26 H 1.211 -1.898 -4.451  C7 1.142
27 H -0.407 -2.531 -1.415  C9 1.138
28 H -2.567 -1.431 -0.363  C10 1.139
29 H -3.349 1.053 -1.299  C11 1.142
30 H -1.941 2.338 -3.214  C12 1.147
31 H -0.307 2.172 -5.098  C14 1.143
32 H 0.854 0.660 -5.255  C14 1.151
33 H 1.210 2.093 -4.041  C14 1.145
34 C -4.837 0.060 -4.579  C35 1.393, C39 1.391, H50 1.085
35 C -4.848 -0.550 -3.327  C34 1.393, C36 1.391, H51 1.084
36 C -6.015 -0.562 -2.569  C35 1.391, C37 1.396, H52 1.085
37 C -7.171 0.048 -3.057  C36 1.396, C38 1.396, C48 1.480
38 C -7.152 0.680 -4.302  C37 1.396, C39 1.396, C40 1.480
39 C -5.985 0.675 -5.067  C34 1.391, C38 1.396, H53 1.085
40 C -8.357 1.373 -4.810  C38 1.480, O41 1.220, C42 1.481
41 O -8.344 1.923 -5.899  C40 1.220
42 C -9.578 1.396 -3.972  C40 1.481, C43 1.396, C47 1.394
43 C -10.704 2.094 -4.412  C42 1.396, C44 1.391, H54 1.085
44 C -11.859 2.110 -3.638  C43 1.391, C45 1.393, H55 1.085
45 C -11.898 1.422 -2.427  C44 1.393, C46 1.390, H56 1.085
46 C -10.777 0.730 -1.983  C45 1.390, C47 1.396, H57 1.085
47 C -9.611 0.724 -2.751  C42 1.394, C46 1.396, C48 1.481
48 C -8.412 0.014 -2.251  C37 1.480, C47 1.481, O49 1.220
49 O -8.445 -0.585 -1.189  C48 1.220
50 H -3.928 0.061 -5.174  C34 1.085
51 H -3.949 -1.018 -2.943  C35 1.084
52 H -6.019 -1.043 -1.596  C36 1.085
53 H -5.967 1.153 -6.041  C39 1.085
54 H -10.682 2.630 -5.356  C43 1.085
55 H -12.732 2.658 -3.980  C44 1.085
56 H -12.803 1.429 -1.827  C45 1.085
57 H -10.812 0.200 -1.037  C46 1.085
58 C -1.090 2.983 0.777  C59 1.393, C63 1.390, H74 1.086
59 C -1.702 4.137 1.261  C58 1.393, C60 1.391, H75 1.085
60 C -1.372 4.625 2.522  C59 1.391, C61 1.395, H76 1.085
61 C -0.436 3.951 3.307  C60 1.395, C62 1.396, C72 1.480
62 C 0.159 2.782 2.830  C61 1.396, C63 1.395, C64 1.479
63 C -0.162 2.305 1.559  C58 1.390, C62 1.395, H77 1.086
64 C 1.116 2.030 3.671  C62 1.479, O65 1.219, C66 1.481
65 O 1.638 1.011 3.253  C64 1.219
66 C 1.424 2.530 5.031  C64 1.481, C67 1.396, C71 1.395
67 C 2.281 1.802 5.857  C66 1.396, C68 1.391, H78 1.086
68 C 2.586 2.271 7.131  C67 1.391, C69 1.393, H79 1.085
69 C 2.044 3.473 7.580  C68 1.393, C70 1.390, H80 1.085
70 C 1.185 4.199 6.761  C69 1.390, C71 1.396, H81 1.085
71 C 0.866 3.724 5.489  C66 1.395, C70 1.396, C72 1.481
72 C -0.077 4.487 4.639  C61 1.480, C71 1.481, O73 1.220
73 O -0.555 5.538 5.034  C72 1.220
74 H -1.341 2.608 -0.211  C58 1.086
75 H -2.435 4.659 0.655  C59 1.085
76 H -1.848 5.527 2.891  C60 1.085
77 H 0.307 1.403 1.177  C63 1.086
78 H 2.709 0.866 5.513  C67 1.086
79 H 3.248 1.700 7.774  C68 1.085
80 H 2.288 3.843 8.571  C69 1.085
81 H 0.763 5.133 7.119  C70 1.085
82 C 3.770 -1.424 3.353  C83 1.393, C87 1.391, H98 1.085
83 C 2.691 -2.304 3.302  C82 1.393, C84 1.391, H99 1.085
84 C 2.910 -3.663 3.111  C83 1.391, C85 1.395, H100 1.085
85 C 4.210 -4.147 2.958  C84 1.395, C86 1.396, C96 1.480
86 C 5.289 -3.262 2.985  C85 1.396, C87 1.396, C88 1.480
87 C 5.066 -1.900 3.195  C82 1.391, C86 1.396, H101 1.085
88 C 6.669 -3.754 2.775  C86 1.480, O89 1.219, C90 1.481
89 O 7.613 -2.982 2.803  C88 1.219
90 C 6.885 -5.197 2.523  C88 1.481, C91 1.396, C95 1.394
91 C 8.174 -5.667 2.267  C90 1.396, C92 1.391, H102 1.085
92 C 8.388 -7.023 2.042  C91 1.391, C93 1.393, H103 1.085
93 C 7.319 -7.915 2.081  C92 1.393, C94 1.390, H104 1.085
94 C 6.033 -7.449 2.331  C93 1.390, C95 1.396, H105 1.085
95 C 5.812 -6.087 2.543  C90 1.394, C94 1.396, C96 1.481
96 C 4.434 -5.597 2.773  C85 1.480, C95 1.481, O97 1.220
97 O 3.497 -6.378 2.804  C96 1.220
98 H 3.597 -0.364 3.511  C82 1.085
99 H 1.679 -1.929 3.413  C83 1.085
100 H 2.066 -4.345 3.076  C84 1.085
101 H 5.902 -1.208 3.230  C87 1.085
102 H 9.012 -4.978 2.237  C91 1.085
103 H 9.391 -7.385 1.837  C92 1.085
104 H 7.488 -8.973 1.913  C93 1.085
105 H 5.203 -8.148 2.356  C94 1.085

As for the net charge: -1. The value obtained for the LUMO energy is 0.51 eV. The calculation puts the orbital gap at 0.1186 hartree. Its largest force on an atom is 4.8 eV Å⁻¹.

Löwdin atomic charge list, values in e, 99 entries: atom 1 (C): -0.196, atom 2 (C): -0.437, atom 3 (P): 0.758, atom 4 (C): -0.441, atom 5 (C): -0.224, atom 6 (N): -0.373, atom 7 (C): -0.411, atom 8 (C): -0.161, atom 9 (C): -0.038, atom 10 (C): -0.099, atom 11 (C): -0.160, atom 12 (C): -0.063, atom 13 (C): -0.170, atom 14 (C): -0.093, atom 15 (H): 0.062, atom 16 (H): 0.037, atom 17 (H): 0.053, atom 18 (H): 0.059, atom 19 (H): 0.048, atom 20 (H): 0.060, atom 21 (H): 0.052, atom 22 (H): 0.053, atom 23 (H): 0.062, atom 24 (H): 0.056, atom 25 (H): 0.074, atom 26 (H): 0.087, atom 27 (H): 0.083, atom 28 (H): 0.076, atom 29 (H): 0.079, atom 30 (H): 0.091, atom 31 (H): 0.063, atom 32 (H): 0.076, atom 33 (H): 0.051, atom 34 (C): -0.040, atom 35 (C): -0.058, atom 36 (C): 0.011, atom 37 (C): -0.089, atom 38 (C): -0.092, atom 39 (C): 0.003, atom 40 (C): -0.283, atom 41 (O): 0.093, atom 42 (C): -0.084, atom 43 (C): -0.002, atom 44 (C): -0.066, atom 45 (C): -0.066, atom 46 (C): -0.001, atom 47 (C): -0.084, atom 48 (C): -0.282, atom 49 (O): 0.097, atom 50 (H): 0.113, atom 51 (H): 0.084, atom 52 (H): 0.122, atom 53 (H): 0.119, atom 54 (H): 0.119, atom 55 (H): 0.104, atom 56 (H): 0.104, atom 57 (H): 0.119, atom 58 (C): -0.038, atom 59 (C): -0.052, atom 60 (C): -0.004, atom 61 (C): -0.092, atom 62 (C): -0.081, atom 63 (C): 0.023, atom 64 (C): -0.266, atom 65 (O): 0.094, atom 66 (C): -0.077, atom 67 (C): 0.005, atom 68 (C): -0.061, atom 69 (C): -0.065, atom 70 (C): -0.002, atom 71 (C): -0.083, atom 72 (C): -0.282, atom 73 (O): 0.091, atom 74 (H): 0.084, atom 75 (H): 0.106, atom 76 (H): 0.117, atom 77 (H): 0.125, atom 78 (H): 0.111, atom 79 (H): 0.106, atom 80 (H): 0.104, atom 81 (H): 0.118, atom 82 (C): -0.048, atom 83 (C): -0.040, atom 84 (C): 0.007, atom 85 (C): -0.088, atom 86 (C): -0.087, atom 87 (C): 0.008, atom 88 (C): -0.280, atom 89 (O): 0.097, atom 90 (C): -0.082, atom 91 (C): 0.000, atom 92 (C): -0.066, atom 93 (C): -0.067, atom 94 (C): -0.001, atom 95 (C): -0.083, atom 96 (C): -0.280, atom 97 (O): 0.095, atom 98 (H): 0.084, atom 99 (H): 0.108


ORCA calculation (ωB97M-V with the def2-TZVPD basis set) on a gas-phase ion, C3H3O2S (charge -1) at a distorted geometry.

Bonds (Å) are listed after each position.
CARTESIAN COORDINATES (ANGSTROEM)
1 C 0.090 -0.546 -0.358  C2 1.502, C3 1.509, O4 1.220
2 C 1.318 -0.103 0.385  C1 1.502, O5 1.338, S6 1.663
3 C -1.175 0.209 -0.029  C1 1.509, H7 0.980, H8 1.088, H9 1.118
4 O 0.117 -1.375 -1.253  C1 1.220
5 O 1.831 -0.636 1.500  C2 1.338
6 S 1.810 1.257 -0.436  C2 1.663
7 H -1.816 -0.411 -0.436  C3 0.980
8 H -1.199 0.366 1.047  C3 1.088
9 H -0.977 1.238 -0.419  C3 1.118

As for the net charge: -1. For the relative energy (zero: lowest compared OMol25 entry of this formula, charge and spin), the calculation gives 0.668 eV. The value obtained for the LUMO energy is 3.82 eV. The calculation puts the orbital gap at 0.2799 hartree. Its largest force on an atom is 5.9 eV Å⁻¹.

Want to see where the charge sits? The Löwdin charges in e are: atom 1 (C): -0.569, atom 2 (C): -0.927, atom 3 (C): -0.040, atom 4 (O): 0.019, atom 5 (O): -0.195, atom 6 (S): 0.535, atom 7 (H): 0.014, atom 8 (H): 0.086, atom 9 (H): 0.077


What did the second record say?
ORCA calculation (ωB97M-V with the def2-TZVPD basis set) on a gas-phase ion, C3H6ClN2 (charge +1) at a distorted geometry.

Bonds (Å) are listed after each position.
CARTESIAN COORDINATES (ANGSTROEM)
1 C -0.405 -0.300 -1.359  N4 1.276, N5 1.334, H7 1.030
2 C -0.318 0.669 0.928  C3 1.461, N5 1.530, H8 1.004, H9 1.122
3 C 0.917 -0.108 0.994  C2 1.461, Cl6 1.634, H10 1.109
4 N 0.494 -1.136 -1.010  C1 1.276, H11 1.045
5 N -0.952 0.516 -0.456  C1 1.334, C2 1.530, H12 0.988
6 Cl 1.232 -0.998 2.328  C3 1.634
7 H -0.891 -0.174 -2.258  C1 1.030
8 H -1.011 0.465 1.626  C2 1.004
9 H -0.151 1.778 0.889  C2 1.122
10 H 1.834 0.130 0.416  C3 1.109
11 H 1.144 -1.657 -1.640  N4 1.045
12 H -1.893 0.815 -0.457  N5 0.988

As for the net charge: +1. For the relative energy (zero: lowest compared OMol25 entry of this formula, charge and spin), the calculation gives 2.470 eV. The value obtained for the LUMO energy is -5.90 eV. The calculation puts the orbital gap at 0.3169 hartree. Its largest force on an atom is 5.3 eV Å⁻¹.

Want to see where the charge sits? The Löwdin charges in e are: atom 1 (C): -0.233, atom 2 (C): -0.150, atom 3 (C): -0.489, atom 4 (N): 0.148, atom 5 (N): 0.054, atom 6 (Cl): 0.906, atom 7 (H): 0.130, atom 8 (H): 0.083, atom 9 (H): 0.168, atom 10 (H): 0.110, atom 11 (H): 0.133, atom 12 (H): 0.140